# 1
C38H31Cl7MoN5O7PS3 | ωB97M-V/def2-TZVPD

```
93
Properties=species:S:1:pos:R:3:forces:R:3:mulliken_spin:R:1
Mo 0.2559 0.2532 -0.2464 -0.4 0.2 0.7 1.035
O 0.9451 -3.4762 -2.1309 0.0 0.0 0.0 -0.002
C 1.0198 -2.3759 -1.6232 0.0 0.0 0.0 -0.022
N 0.1890 -1.2942 -1.7380 0.0 -0.2 -0.2 -0.028
C -0.6441 -1.1644 -2.8236 0.0 0.0 0.0 0.011
O -0.9980 -2.0065 -3.6208 0.0 0.0 0.0 0.003
C -0.9840 0.2861 -3.0082 0.0 0.0 0.0 -0.025
C -1.7358 0.7150 -4.0835 0.0 0.0 0.0 0.005
C -1.9320 2.0740 -4.2593 0.0 0.0 0.0 -0.009
C -1.3474 2.9454 -3.3533 0.0 0.0 0.0 0.004
C -0.6165 2.4377 -2.2947 0.0 0.0 0.0 -0.016
N -0.4406 1.1229 -2.1070 -0.1 0.1 -0.2 0.016
C 2.2099 -1.9743 -0.8007 0.0 0.0 0.0 -0.002
C 3.2629 -2.8459 -0.5778 0.0 0.0 0.0 -0.008
C 4.3758 -2.3820 0.0958 0.0 0.0 0.0 -0.002
C 4.3905 -1.0544 0.5103 0.0 0.0 0.0 0.001
C 3.2953 -0.2492 0.2716 0.0 0.0 0.0 0.022
N 2.2043 -0.7011 -0.3722 0.2 -0.1 0.0 -0.020
H -2.1358 -0.0342 -4.7520 0.0 0.0 0.0 0.001
H -2.5192 2.4476 -5.0880 0.0 0.0 0.0 -0.001
H -1.4541 4.0170 -3.4499 0.0 0.0 0.0 0.001
H -0.1555 3.0971 -1.5744 0.0 0.0 0.0 0.001
H 3.1713 -3.8551 -0.9544 0.0 0.0 0.0 0.000
H 5.2188 -3.0325 0.2899 0.0 0.0 0.0 -0.001
H 5.2441 -0.6356 1.0259 0.0 0.0 0.0 0.000
H 3.2514 0.7829 0.5888 0.0 0.0 0.0 -0.002
C -3.6357 -4.5671 1.0256 0.0 0.0 0.0 -0.001
C -4.2833 -3.2032 1.0597 0.0 0.0 0.0 -0.001
O -3.6277 -2.3914 2.0539 -0.1 0.1 0.0 0.002
P -3.0817 -0.9287 1.6759 0.0 0.1 0.1 0.007
S -2.4917 -0.0067 3.2803 0.1 -0.1 0.1 0.002
S -1.8363 -1.2235 0.1066 0.1 -0.1 -0.2 -0.002
O -4.4305 -0.3019 1.0619 0.0 0.0 0.0 0.000
C -4.3783 1.0676 0.6220 0.0 0.0 0.0 0.002
C -5.5688 1.3201 -0.2704 0.0 0.0 0.0 0.000
H -4.1421 -5.2010 0.2953 0.0 0.0 0.0 0.000
H -3.6863 -5.0506 2.0025 0.0 0.0 0.0 0.000
H -2.5918 -4.4742 0.7242 0.0 0.0 0.0 0.001
H -5.3349 -3.2606 1.3469 0.0 0.0 0.0 0.000
H -4.2175 -2.7234 0.0833 0.0 0.0 0.0 0.002
H -3.4366 1.2457 0.0953 0.0 0.0 0.0 -0.004
H -4.3882 1.7071 1.5065 0.0 0.0 0.0 0.000
H -5.5310 0.6777 -1.1510 0.0 0.0 0.0 0.000
H -5.5651 2.3605 -0.6001 0.0 0.0 0.0 0.000
H -6.5014 1.1267 0.2614 0.0 0.0 0.0 0.000
Cl 2.0116 6.6259 1.8009 0.0 0.0 0.0 0.000
C 1.0868 5.2124 1.4245 0.0 0.0 0.0 -0.001
C -0.2798 5.1769 1.6603 0.0 0.0 0.0 0.001
Cl -1.0814 6.5637 2.3171 0.0 0.0 0.0 0.000
C -1.0173 4.0210 1.3702 0.0 0.0 0.0 0.004
Cl -2.7221 3.9635 1.6459 0.0 0.0 0.0 0.001
C -0.3957 2.8906 0.8475 0.0 0.0 0.0 0.023
O -0.9814 1.7506 0.5830 0.1 -0.1 -0.1 0.028
C 0.9928 2.9538 0.5615 0.1 0.0 0.0 -0.019
O 1.5085 1.8739 0.0131 0.1 0.1 -0.1 0.036
C 1.7201 4.0925 0.8733 0.0 0.0 0.0 0.001
Cl 3.4228 4.0792 0.5553 0.0 0.0 0.0 0.001
Cl -2.3688 -1.7182 9.5291 0.0 0.0 0.0 0.000
C -1.3965 -2.2260 8.1799 0.0 0.0 0.0 0.000
C -1.1682 -1.3585 7.1300 0.0 0.0 0.0 0.000
C -0.4061 -1.7949 6.0586 -0.1 0.1 0.0 0.001
C 0.1333 -3.0762 6.0055 -0.1 -0.1 -0.1 0.000
C 0.9453 -3.5552 4.8245 -0.1 0.0 -0.2 0.000
C 2.0076 -2.5670 4.3432 0.1 0.0 0.0 0.000
N 1.5124 -1.4349 3.5784 0.0 0.0 0.0 -0.002
C 1.5779 -0.1056 3.9292 -0.1 0.1 0.0 -0.004
C 1.0696 0.5923 2.8780 0.1 0.0 0.0 0.008
N 0.7357 -0.2846 1.8741 0.0 0.0 -0.1 -0.032
C 0.9967 -1.4882 2.3315 0.1 0.0 -0.1 -0.012
O 0.2211 -4.0038 3.6790 0.1 -0.2 0.2 0.001
C -1.1327 -3.6057 3.4567 0.0 0.1 0.0 0.000
C -2.1312 -4.2646 4.3664 0.1 0.0 0.0 0.000
C -2.2047 -5.5960 4.6359 0.0 0.0 0.0 0.000
Cl -1.2194 -6.8443 3.9842 0.0 0.0 0.0 0.000
S -3.4580 -5.9888 5.7411 0.0 0.0 0.0 0.000
C -3.9370 -4.3426 5.8310 0.0 0.0 0.0 0.000
C -3.1548 -3.5472 5.0599 0.0 0.0 0.0 0.000
C -0.1251 -3.9169 7.0900 0.0 0.0 0.0 0.000
Cl 0.4714 -5.5548 7.1295 0.0 0.0 0.0 0.000
C -0.8811 -3.5099 8.1748 0.0 0.0 0.0 0.000
H -1.6021 -0.3685 7.1219 0.0 0.0 0.0 0.000
H -0.2767 -1.1181 5.2264 0.0 0.0 0.0 0.000
H 1.5090 -4.4253 5.1678 0.0 0.0 -0.1 0.000
H 2.6989 -3.1182 3.7033 0.0 0.0 0.0 0.000
H 2.5677 -2.1847 5.1971 0.0 0.0 0.0 0.000
H 1.9492 0.2110 4.8877 0.0 0.0 0.0 0.000
H 0.9233 1.6537 2.7791 0.0 0.0 0.0 0.002
H 0.8423 -2.4122 1.7998 0.0 0.0 0.0 -0.006
H -1.3202 -3.8976 2.4221 0.0 0.0 0.1 -0.002
H -1.2589 -2.5209 3.5083 0.0 0.0 0.0 -0.002
H -4.7667 -4.0537 6.4553 0.0 0.0 0.0 0.000
H -3.2841 -2.4790 4.9536 0.0 0.1 0.0 0.000
H -1.0740 -4.1890 8.9920 0.0 0.0 0.0 0.000
```
Positions in Å, forces in eV/Å.

Output
total charge: -1
HOMO energy (spin up / spin down): -4.3 / -3.9 eV
ΔE to the lowest compared entry with this formula, charge and spin: 4.6 kJ/mol
<S²>: 0.76
2S+1: 2

***

# 2
H3N2O3S | ωB97M-V/def2-TZVPD

```
9
Properties=species:S:1:pos:R:3:forces:R:3:mulliken_charge:R:1
N 3.0890 -0.9423 1.9350 0.8 1.4 0.3 -0.376
N 2.6511 0.1849 1.7534 0.0 -1.2 -0.5 -0.124
O 0.5226 -1.1847 2.3340 -0.3 0.5 -0.7 -0.637
O 0.4640 0.2112 0.2000 0.3 -0.3 1.0 -0.654
O -1.4632 1.5493 -1.5338 -0.8 1.1 -0.8 -0.655
S 0.6710 0.1689 1.6951 0.1 -0.4 0.1 0.425
H -0.7756 1.0855 -1.0576 0.4 -0.9 0.6 0.427
H 2.3663 -1.6398 2.2133 -0.9 0.1 -0.3 0.308
H -2.1501 0.9619 -1.8611 0.5 -0.3 0.4 0.286
```
Positions in Å, forces in eV/Å.

Output
total charge: -1
HOMO energy: -3.6 eV
ΔE to the lowest compared entry with this formula, charge and spin: 87.5 kJ/mol
2S+1: 1

***

# 3
C68H75BrN15O17S2 | ωB97M-V/def2-TZVPD

```
178
Properties=species:S:1:pos:R:3:forces:R:3:mulliken_charge:R:1
C 3.0386 -3.2194 6.8549 -0.5 -0.1 -0.6 -1.124
C 2.6643 -4.5231 6.0360 0.3 1.0 0.6 0.073
Br 1.5571 -5.6669 7.2415 0.5 0.2 -0.6 -0.122
C 1.8482 -4.1820 4.7205 0.3 -0.1 1.4 -0.595
N 2.5269 -4.8312 3.5803 -1.3 0.2 -0.3 0.230
C 2.0412 -4.7827 2.3716 -0.2 -0.1 -1.5 -0.320
N 2.8485 -5.4109 1.3468 0.0 1.4 0.8 -0.360
C 3.3448 -4.3192 0.4518 0.9 0.0 -0.4 -1.062
O 3.7750 -5.0033 -0.7597 -1.7 0.9 1.1 -0.286
N 5.1791 -4.9526 -0.7962 0.8 -2.0 0.3 -0.178
O 5.5704 -6.0577 -0.8650 -0.2 1.8 -0.5 -0.161
C 2.2870 -3.1864 0.1988 -1.1 0.7 -1.2 2.104
C 2.5550 -1.8373 0.9957 0.5 0.7 -0.3 -1.180
N 3.4028 -1.9860 2.2044 -0.4 0.0 0.1 -0.345
C 2.2971 -2.7578 -1.3494 0.3 0.3 0.3 -1.886
C 1.3379 -1.5478 -1.6710 0.9 0.8 -0.5 0.273
C 1.0884 -1.3367 -3.2481 -0.8 0.0 2.3 -0.628
S 1.3488 0.4469 -3.6792 0.2 0.3 -0.1 -0.115
C 0.2934 1.4797 -2.6112 -1.9 0.2 0.5 -0.209
S -1.1882 2.0264 -3.0844 1.7 -0.7 0.2 -0.010
N 0.7216 1.9154 -1.2754 1.7 1.1 1.9 0.483
C 0.4100 1.3703 -0.0224 0.4 -0.1 1.9 -0.242
C 1.0929 2.0965 1.0460 -1.2 -1.0 -4.6 -0.685
N 1.8070 3.1290 0.3903 -1.4 -1.5 -1.5 -0.236
C 1.5627 3.0026 -0.9430 0.6 0.0 1.7 -0.410
C 0.8246 -3.7428 0.5624 0.5 0.1 -0.7 -1.535
C 0.3585 -4.8694 -0.4386 0.3 0.0 -1.1 -0.808
C -0.6613 -4.3646 -1.5660 0.3 -1.3 -0.1 -0.087
C -1.9993 -5.1999 -1.4853 0.3 -0.1 -0.8 -1.497
N -2.8259 -4.8811 -0.3002 -0.3 0.3 -0.6 -0.212
C -3.1638 -3.4345 -0.2769 0.1 0.4 -0.3 0.905
C -4.4268 -3.0787 0.5626 -0.2 0.8 0.8 0.173
C -5.6975 -3.7851 0.3754 0.3 2.0 1.7 -0.527
C -6.8709 -3.4003 1.1731 2.0 0.9 0.0 -0.655
C -6.7452 -2.3005 2.1420 1.8 -0.6 -1.1 -0.404
C -5.4662 -1.5972 2.3221 0.0 -1.4 -1.2 -0.420
C -4.2822 -1.9605 1.5376 -3.2 -1.5 -0.6 0.126
O -3.0971 -1.2462 1.7287 -0.5 -0.4 -0.4 -0.546
N 0.8611 -4.1200 1.9977 1.0 -1.7 0.4 1.023
C -0.3904 -4.7573 2.4990 -1.0 0.4 1.6 -0.864
H 2.1561 -2.9660 7.5008 1.0 0.0 -0.5 0.366
H 3.9595 -3.3392 7.4825 -1.0 0.0 -0.6 0.340
H 3.1864 -2.3866 6.1068 0.1 -0.8 0.9 0.300
H 3.6036 -5.1047 5.8490 -1.0 0.4 -0.1 0.289
H 0.8120 -4.5764 4.8654 1.0 0.3 -0.4 0.165
H 1.7897 -3.0652 4.5654 0.2 -1.2 -0.1 0.313
H 3.4152 -5.3302 3.7186 -0.5 0.2 -0.2 0.430
H 2.3377 -6.1223 0.8179 -0.1 0.5 0.1 0.354
H 4.3037 -3.9598 0.9277 -1.2 0.1 -0.4 1.038
H 1.5661 -1.3660 1.2689 1.0 -0.6 -0.1 0.293
H 3.0674 -1.0739 0.3301 -0.7 -1.0 0.3 0.252
H 4.3826 -2.0674 1.9266 -0.3 0.2 0.1 0.248
H 3.3321 -1.1293 2.7676 0.1 -0.5 -0.4 0.305
H 2.1215 -3.6169 -2.0446 0.0 0.7 0.7 0.443
H 3.3503 -2.3955 -1.5474 -1.0 -0.4 0.0 0.767
H 0.3607 -1.5523 -1.1228 0.8 -0.2 -0.5 -0.259
H 1.8680 -0.6034 -1.3434 -0.6 -1.1 -0.1 0.340
H 1.8100 -1.9528 -3.8389 -0.7 0.8 0.2 0.432
H 0.0097 -1.5814 -3.4236 1.1 0.0 -0.4 0.279
H -0.2775 0.4944 0.0479 0.7 1.0 -0.1 0.522
H 1.0306 1.8371 2.1242 0.3 0.6 -1.1 0.401
H 2.0304 3.7275 -1.6445 -0.7 -1.0 0.3 0.391
H 0.0847 -2.8902 0.4749 0.8 -0.9 0.3 0.346
H -0.1128 -5.7747 0.0237 0.4 1.0 0.1 0.700
H 1.2629 -5.2525 -1.0042 -0.9 0.3 0.8 0.211
H -0.8131 -3.2559 -1.5660 0.0 -1.0 0.2 -0.027
H -0.2100 -4.6146 -2.5746 -0.5 0.4 1.1 0.446
H -1.7643 -6.3074 -1.4462 0.0 1.2 0.0 0.453
H -2.5426 -5.0530 -2.4726 0.3 0.1 1.0 0.448
H -3.7048 -5.4031 -0.4163 0.5 0.2 0.3 0.332
H -3.2544 -3.0789 -1.3563 -0.2 -0.1 1.1 0.391
H -2.2554 -2.8931 0.1321 -1.1 -0.5 -0.3 -0.657
H -5.7450 -4.5919 -0.3949 -0.1 0.8 0.8 0.323
H -7.8232 -3.9646 1.0039 1.0 0.8 0.4 0.347
H -7.6103 -1.9622 2.7600 0.8 -0.5 -0.7 0.343
H -5.3729 -0.7766 3.0754 -0.2 -0.8 -0.8 0.380
H -2.8247 -0.7966 0.9082 -0.4 -0.3 0.4 0.316
H -0.2635 -5.8557 2.7388 -0.2 1.1 -0.6 0.359
H -0.6932 -4.2646 3.4729 0.2 -0.5 -1.1 0.396
H -1.2412 -4.5731 1.7856 1.0 -0.4 0.5 0.133
C -5.3376 4.2493 -4.6967 0.2 0.1 0.0 -0.393
C -6.4317 4.2100 -5.5524 0.2 -0.1 0.0 -0.456
C -6.5336 3.2049 -6.5056 -0.2 0.1 -0.1 -0.494
C -5.5352 2.2424 -6.5886 0.0 0.5 0.4 -0.098
C -4.4347 2.2780 -5.7431 0.2 -0.1 0.1 -0.145
C -4.3386 3.2872 -4.7951 -0.2 0.0 -0.2 -0.456
N -5.6507 1.1644 -7.5765 -0.1 -0.3 -0.3 1.017
O -6.6187 1.1732 -8.3147 0.3 0.0 0.2 -0.596
O -4.7721 0.3185 -7.5987 -0.2 0.2 0.1 -0.614
H -5.2646 5.0347 -3.9480 0.0 -0.5 -0.4 0.556
H -7.2077 4.9626 -5.4738 0.0 -0.1 0.0 0.454
H -7.3902 3.1832 -7.1674 0.1 -0.2 0.0 0.456
H -3.6523 1.5320 -5.8087 -0.2 0.0 -0.2 0.496
H -3.4852 3.3231 -4.1278 -0.1 0.0 -0.1 0.245
C -3.2979 9.0240 0.2713 0.0 0.0 0.0 -0.483
C -3.5787 9.7480 -0.8822 0.0 -0.2 0.1 -0.539
C -4.3304 9.1733 -1.8977 0.0 0.2 -0.2 -0.303
C -4.7990 7.8743 -1.7442 0.3 0.2 0.4 0.162
C -4.5171 7.1409 -0.5983 0.0 -0.2 0.1 -0.348
C -3.7624 7.7212 0.4116 0.0 0.0 -0.1 -0.652
N -5.6132 7.2719 -2.8018 -0.1 0.1 0.0 1.105
O -5.8280 7.9316 -3.8042 0.0 -0.2 0.5 -0.624
O -6.0365 6.1404 -2.6229 -0.1 0.6 0.3 -0.690
H -2.7149 9.4775 1.0655 0.0 -0.1 0.0 0.453
H -3.2134 10.7625 -0.9879 0.0 -0.1 0.0 0.389
H -4.5435 9.7453 -2.7919 -0.1 -0.2 0.0 0.490
H -4.8769 6.1268 -0.4780 -0.1 0.1 -0.2 0.455
H -3.5383 7.1600 1.3114 0.0 0.1 -0.1 0.567
C -8.1645 8.3864 4.7024 0.0 0.0 0.0 -0.396
C -7.6638 7.6365 5.7600 0.0 0.1 -0.2 -0.455
C -6.3690 7.1398 5.7082 0.0 -0.1 0.2 -0.397
C -5.5836 7.4046 4.5936 -0.6 0.2 0.0 0.051
C -6.0781 8.1468 3.5286 0.1 0.1 -0.2 0.017
C -7.3749 8.6378 3.5865 0.0 -0.1 0.2 -0.563
N -4.2068 6.9027 4.5461 0.3 -0.1 0.1 0.996
O -3.8112 6.2403 5.4869 -0.1 0.2 -0.3 -0.600
O -3.5330 7.1812 3.5661 -0.1 -0.1 0.3 -0.626
H -9.1747 8.7778 4.7483 0.1 0.0 0.0 0.379
H -8.2833 7.4419 6.6273 0.1 0.0 0.0 0.377
H -5.9885 6.5570 6.5373 0.1 0.0 -0.2 0.438
H -5.4702 8.3512 2.6559 0.1 -0.1 0.2 0.373
H -7.7702 9.2204 2.7631 0.1 0.0 0.0 0.390
C -5.9006 8.0089 -6.8461 0.0 -0.1 0.0 -0.155
C -5.1163 7.4550 -7.8515 -0.1 0.2 0.0 -0.521
C -5.0820 8.0414 -9.1094 0.2 -0.1 -0.1 -0.340
C -5.8340 9.1846 -9.3471 0.0 -0.3 0.6 -0.070
C -6.6262 9.7407 -8.3512 -0.1 0.2 0.1 -0.314
C -6.6577 9.1471 -7.0964 0.1 -0.1 -0.1 -0.702
N -5.7810 9.8215 -10.6675 0.0 0.2 -0.4 0.992
O -5.0903 9.2962 -11.5230 -0.2 0.1 0.3 -0.598
O -6.4274 10.8411 -10.8316 0.1 -0.3 0.1 -0.597
H -5.9213 7.5523 -5.8635 0.0 0.1 -0.2 0.622
H -4.5285 6.5663 -7.6526 0.0 0.0 -0.1 0.438
H -4.4681 7.6024 -9.8856 -0.1 0.2 -0.1 0.444
H -7.2172 10.6290 -8.5352 0.1 -0.1 -0.2 0.442
H -7.2700 9.5739 -6.3108 0.0 0.0 -0.1 0.403
C 2.7178 4.4889 3.0979 0.0 0.0 0.1 -0.158
C 3.1016 4.4480 4.4333 0.1 0.1 -0.2 -0.642
C 4.1905 5.1924 4.8669 0.0 -0.1 0.2 -0.278
C 4.8834 5.9768 3.9548 -0.5 -0.3 -0.2 -0.042
C 4.5110 6.0180 2.6170 0.0 0.1 -0.1 -0.296
C 3.4229 5.2687 2.1899 0.1 0.1 0.2 -0.368
N 6.0191 6.7841 4.4139 0.4 0.2 0.2 0.998
O 6.3294 6.7089 5.5900 -0.1 0.0 -0.3 -0.600
O 6.5840 7.4856 3.5939 -0.2 -0.2 0.2 -0.594
H 1.8653 3.9121 2.7639 0.1 0.1 0.0 0.366
H 2.5491 3.8373 5.1379 0.1 0.1 0.0 0.391
H 4.4817 5.1540 5.9089 0.1 0.2 -0.1 0.442
H 5.0524 6.6254 1.9028 0.1 0.0 0.2 0.443
H 3.1212 5.2946 1.1509 0.0 -0.1 0.1 0.348
C 7.4269 -8.0545 -1.1258 0.3 -0.3 0.1 -0.441
C 6.9834 -8.2443 -2.4285 0.1 -0.1 0.2 -0.474
C 7.3455 -9.3885 -3.1266 -0.1 0.1 -0.2 -0.368
C 8.1489 -10.3371 -2.5075 -0.2 0.5 0.3 -0.043
C 8.6036 -10.1528 -1.2088 0.1 -0.1 0.2 -0.406
C 8.2396 -9.0049 -0.5178 -0.1 0.0 -0.3 -0.489
N 8.5128 -11.5590 -3.2335 0.1 -0.4 -0.3 1.000
O 8.1117 -11.6788 -4.3774 0.1 0.1 0.3 -0.595
O 9.1914 -12.3844 -2.6489 -0.2 0.3 -0.1 -0.599
H 7.1427 -7.1706 -0.5841 0.3 -0.2 0.0 0.801
H 6.3518 -7.5005 -2.9000 0.0 -0.1 0.0 0.359
H 6.9945 -9.5270 -4.1413 0.1 -0.2 0.1 0.436
H 9.2341 -10.8885 -0.7255 -0.1 -0.1 -0.2 0.454
H 8.5861 -8.8517 0.4977 0.0 0.0 -0.1 0.453
C 9.8988 -8.8679 5.5355 0.0 0.0 0.0 -0.408
C 8.5653 -8.6662 5.8723 0.1 0.1 -0.1 -0.512
C 7.7930 -7.7718 5.1454 -0.2 0.0 0.1 -0.246
C 8.3661 -7.0880 4.0800 0.3 -0.4 0.3 0.054
C 9.7000 -7.2778 3.7410 0.2 0.1 -0.2 -0.236
C 10.4666 -8.1720 4.4746 -0.2 0.0 0.1 -0.533
N 7.5488 -6.1613 3.2933 0.0 0.1 -0.2 0.993
O 6.3825 -6.0007 3.6266 0.1 0.0 -0.1 -0.575
O 8.0723 -5.6042 2.3473 -0.2 -0.1 0.2 -0.598
H 10.4982 -9.5716 6.1020 0.0 0.1 0.0 0.384
H 8.1275 -9.2098 6.7009 0.0 0.1 -0.1 0.378
H 6.7557 -7.6224 5.4160 0.1 0.1 -0.2 0.426
H 10.1511 -6.7431 2.9145 -0.2 0.0 0.0 0.468
H 11.5069 -8.3302 4.2177 -0.1 0.0 0.0 0.392
```
Positions in Å, forces in eV/Å.

Output
total charge: +1
HOMO energy: -10.9 eV
2S+1: 1

***

no.,F_max (hartree/bohr)
1,0.0165
2,0.0324
3,0.0946